Density functional theory data (the ωB97M-V functional and the def2-TZVPD basis) for a cluster of 12 separate species, C58H126O20 in total at a distorted geometry.

The SMILES is CCOC(C)=O.CCOC(C)=O.CCOC(C)=O.CCOC(C)=O.CCOC(C)=O.CCOC(C)=O.CCOC(C)=O.COCCOCCOC.COCCOCCOC.CCCCCC.CCCCCC.CCCCCC. The calculation puts the molar mass at 1143.626 g mol⁻¹. The orbital gap is 9.9 eV. For the highest occupied orbital energy, the calculation gives -9.43 eV. The LUMO energy is 0.4 eV.

Structure (ORCA input):
```
! RIJCOSX wB97M-V def2-TZVPD def2/J DEFGRID3
* xyz 0 1
C -5.49118 6.62660 -1.70744
C -4.28010 7.54913 -1.92077
C -3.41169 7.70880 -0.64651
C -2.82118 6.43733 -0.05714
C -1.82464 6.66801 1.07500
C -1.19547 5.29832 1.40727
H -5.96136 7.15684 -0.87926
H -5.26311 5.60428 -1.40585
H -6.12752 6.65061 -2.59208
H -3.70644 7.29260 -2.81140
H -4.77167 8.49545 -2.14642
H -4.02031 8.18619 0.12146
H -2.61664 8.40484 -0.91393
H -3.51113 5.63529 0.20516
H -2.29454 6.00653 -0.90870
H -1.00503 7.36774 0.91154
H -2.33033 7.04501 1.96396
H -1.86997 4.51771 1.75914
H -0.69160 4.85675 0.54748
H -0.40516 5.37579 2.15393
C 3.18552 -0.58052 -4.99439
C 2.71966 -1.35070 -3.72226
C 2.92702 -0.50061 -2.45610
C 4.38253 -0.46251 -2.02082
C 4.62421 0.58485 -0.92788
C 4.39843 2.07752 -1.26433
H 3.10875 -1.18241 -5.89988
H 4.23367 -0.30963 -4.86746
H 2.67280 0.35563 -5.21541
H 1.66346 -1.57751 -3.86754
H 3.19605 -2.32386 -3.84109
H 2.46401 -0.92388 -1.56472
H 2.52066 0.49176 -2.65147
H 4.69667 -1.45592 -1.70059
H 5.02146 -0.21923 -2.86975
H 4.01458 0.27586 -0.07877
H 5.65373 0.47492 -0.58717
H 3.34155 2.25952 -1.45921
H 4.82872 2.79504 -0.56569
H 4.94113 2.27839 -2.18803
C 2.35818 -4.08046 0.82061
C 2.98219 -4.81115 -0.40788
C 2.35168 -4.39609 -1.83826
C 2.50109 -5.38922 -2.98221
C 1.60590 -6.68505 -2.84371
C 1.88476 -7.66461 -4.01842
H 1.43562 -4.58574 1.10643
H 2.11321 -3.06232 0.51814
H 2.96797 -4.17638 1.71897
H 4.06160 -4.66229 -0.43640
H 2.76379 -5.87443 -0.30870
H 2.56767 -3.42941 -2.29321
H 1.29678 -4.25549 -1.60265
H 2.39541 -4.99573 -3.99319
H 3.51011 -5.68981 -2.70004
H 1.92520 -7.09983 -1.88762
H 0.52687 -6.57570 -2.73489
H 1.75568 -7.36006 -5.05702
H 2.90971 -7.98810 -3.83696
H 1.23245 -8.53024 -3.90318
C -5.83385 -8.02328 1.32921
O -5.42323 -7.11028 2.35482
C -6.54694 -6.56347 3.19661
C -6.26722 -5.23385 3.88615
O -6.57414 -4.15225 2.87340
C -5.63216 -4.20691 1.77030
C -5.24136 -2.76399 1.47466
O -4.09018 -2.82323 0.62618
C -3.68338 -1.46262 0.51208
H -4.91750 -8.59510 1.18289
H -6.32034 -7.55119 0.47566
H -6.61555 -8.67414 1.72092
H -6.76321 -7.32898 3.94181
H -7.54133 -6.51752 2.75256
H -5.26706 -5.22812 4.31946
H -7.02790 -5.20147 4.66616
H -6.01081 -4.64310 0.84593
H -4.68926 -4.68277 2.03974
H -5.07970 -2.23227 2.41234
H -6.06038 -2.15016 1.09980
H -4.36596 -0.92470 -0.14582
H -2.74941 -1.38996 -0.04517
H -3.58079 -0.93269 1.45904
C 2.72923 0.01971 3.36802
O 1.52709 -0.41268 2.64053
C 1.32589 0.21400 1.41126
C 0.22087 -0.53326 0.70320
O 0.19429 -0.15851 -0.71257
C 0.21885 1.13594 -1.16645
C -0.98535 1.97712 -0.70504
O -2.30207 1.32802 -0.79371
C -2.71716 1.09861 -2.09335
H 2.92766 -0.38081 4.36215
H 2.54766 1.09270 3.30615
H 3.53512 -0.22751 2.67698
H 2.18812 -0.07197 0.80887
H 1.11224 1.28170 1.46108
H -0.68747 -0.22966 1.22362
H 0.31912 -1.61723 0.64455
H 0.26488 1.21293 -2.25275
H 1.11003 1.63132 -0.78110
H -1.15165 2.87856 -1.29482
H -0.83383 2.37115 0.29988
H -3.61370 0.49837 -2.24835
H -2.08687 0.51338 -2.76293
H -2.79034 2.08205 -2.55766
O -6.51878 0.14224 -4.65070
C -6.54444 -1.09137 -4.50255
O -7.13380 -1.98393 -5.30658
C -7.44279 -1.62919 -6.63108
C -6.23094 -1.45212 -7.49765
C -5.88441 -1.75505 -3.36549
H -7.97540 -0.67818 -6.63066
H -8.05426 -2.43566 -7.03582
H -5.76278 -2.30917 -7.98178
H -5.49076 -0.80085 -7.03280
H -6.49264 -0.86228 -8.37611
H -5.43853 -2.69090 -3.70238
H -6.68537 -1.93161 -2.64759
H -5.04287 -1.11745 -3.09461
O -0.10081 2.18067 3.61733
C -0.31771 1.62024 4.70829
O -1.25587 0.67596 4.95696
C -2.10020 0.28347 3.95028
C -2.82377 -0.89496 4.43742
C 0.56835 1.93240 5.85180
H -1.43283 -0.05399 3.15729
H -2.73684 0.99451 3.42377
H -2.20166 -1.72337 4.77626
H -3.37066 -1.33149 3.60168
H -3.56318 -0.76963 5.22841
H 0.97674 2.93851 5.75665
H 1.38402 1.20981 5.87757
H 0.05823 2.03604 6.80947
O 2.80638 -4.07775 5.40061
C 2.95137 -2.93942 5.75319
O 4.05708 -2.29099 6.12065
C 5.28740 -2.98387 6.18743
C 6.51289 -2.18415 6.47321
C 1.64623 -2.13859 5.93682
H 5.50471 -3.60264 5.31680
H 5.27959 -3.76111 6.95159
H 6.21922 -1.21970 6.88757
H 7.13522 -1.99175 5.59926
H 7.13670 -2.69845 7.20427
H 0.86809 -2.50219 6.60793
H 1.26497 -2.07440 4.91769
H 2.03771 -1.18310 6.28595
O -2.85067 -1.76251 -3.75906
C -1.64334 -2.01574 -3.78905
O -0.88604 -1.83209 -4.87436
C -1.27922 -1.06966 -5.93723
C -0.92150 0.42424 -5.82749
C -0.98179 -2.76242 -2.67394
H -2.33591 -1.17297 -6.18392
H -0.72415 -1.46245 -6.78912
H -1.42008 0.98366 -5.03594
H -1.08069 1.03902 -6.71339
H 0.13540 0.45577 -5.56278
H -0.08528 -2.18281 -2.45392
H -0.80205 -3.78809 -2.99611
H -1.57681 -2.81138 -1.76198
O 1.10858 5.39476 -5.23215
C 0.83766 4.24147 -4.86267
O -0.35495 3.68173 -4.92632
C -1.48949 4.33075 -5.44626
C -1.93372 5.44543 -4.51666
C 1.96232 3.21615 -4.69179
H -2.39968 3.73168 -5.41845
H -1.27731 4.62217 -6.47493
H -2.41848 5.16502 -3.58152
H -2.67256 5.95148 -5.13806
H -1.09106 6.09126 -4.26981
H 1.57898 2.38712 -4.09694
H 2.83243 3.62437 -4.17761
H 2.24391 2.92210 -5.70290
O 7.36109 -0.57902 1.21350
C 6.65061 -0.90642 2.12268
O 6.41812 -0.07157 3.22280
C 7.15484 1.12156 3.38494
C 6.33755 2.34350 3.76661
C 5.76092 -2.18924 2.00783
H 7.70094 1.40192 2.48423
H 7.88032 0.77507 4.12096
H 5.69157 2.09182 4.60773
H 5.57719 2.44166 2.99182
H 6.98411 3.20449 3.93617
H 4.83028 -1.91490 2.50458
H 6.18174 -2.99694 2.60669
H 5.68356 -2.57277 0.99048
O 1.68689 6.51973 3.74957
C 2.29429 5.44112 3.58469
O 3.25833 5.01152 4.44348
C 3.61753 5.78331 5.67735
C 4.55090 5.02096 6.52986
C 2.17506 4.53554 2.36880
H 2.69488 5.91581 6.24237
H 4.02073 6.74440 5.35823
H 4.76695 5.61629 7.41699
H 5.49023 4.87960 5.99529
H 4.23093 4.01860 6.81443
H 1.26852 3.93162 2.40854
H 3.07070 3.92173 2.46454
H 2.18021 5.21798 1.51889
*
```



Density functional theory data (the ωB97M-V functional and the def2-TZVPD basis) for the ion C25H31N2O5 with charge +1.

The SMILES is CCOC(=O)[C@H](CCc1ccccc1)[NH2+][C@@H](C)C(=O)N1Cc2ccccc2C[C@H]1C(=O)O. The calculation puts the molar mass at 439.532 g mol⁻¹. The orbital gap is 9.8 eV. For the highest occupied orbital energy, the calculation gives -11.72 eV. The LUMO energy is -1.9 eV.

Structure (ORCA input):
```
! RIJCOSX wB97M-V def2-TZVPD def2/J DEFGRID3
* xyz 1 1
C 4.48395 -1.64954 2.66159
C 3.58238 -2.86609 2.54292
H 3.93499 -3.53421 1.75229
H 3.50908 -3.40578 3.48785
O 2.22969 -2.46364 2.24221
C 1.92656 -2.24268 0.99713
O 2.62332 -2.41530 0.02402
C 0.48267 -1.72786 0.81356
N 0.37817 -1.43881 -0.64135
H 1.38140 -1.56054 -0.94842
C -0.12449 -0.10149 -1.04423
C -1.51593 0.11356 -0.45652
H -1.45852 0.29408 0.61327
H -2.00325 0.97501 -0.89820
H -2.13903 -0.75711 -0.65278
H -0.15551 -0.09244 -2.13921
C 0.91358 0.91817 -0.51872
O 1.89475 0.49239 0.07035
N 0.69414 2.22689 -0.69304
C -0.22550 2.86070 -1.62440
C -1.12205 3.81635 -0.88868
C -0.47822 4.69986 -0.02476
C -1.21974 5.61277 0.70504
C -2.59716 5.65204 0.56094
C -3.23452 4.77720 -0.30236
C -2.49860 3.85317 -1.02631
H -2.99717 3.17705 -1.70624
H -4.30705 4.81264 -0.41246
H -3.17453 6.36838 1.12418
H -0.72223 6.29582 1.37689
C 1.01351 4.56680 0.06070
C 1.36931 3.09091 0.26632
C 0.92233 2.64494 1.66595
O 0.14694 1.74640 1.86819
O 1.48949 3.36293 2.61596
H 1.20493 3.08120 3.50115
H 2.45419 2.94069 0.20997
H 1.42163 5.14847 0.88620
H 1.47361 4.92113 -0.86560
H 0.38027 3.42430 -2.34883
H -0.78810 2.11401 -2.17872
H -0.18163 -2.19827 -1.08160
H 0.39302 -0.80198 1.38788
C -0.54771 -2.74663 1.30217
H -0.30832 -2.96450 2.34363
H -1.54195 -2.29902 1.28034
C -0.54912 -4.05470 0.49829
C -1.14723 -3.90382 -0.87915
C -2.49343 -3.57424 -1.02843
C -3.04878 -3.43648 -2.28783
C -2.27155 -3.63494 -3.41877
C -0.93726 -3.97854 -3.28543
C -0.37645 -4.11016 -2.02449
H 0.66124 -4.39729 -1.92593
H -0.33242 -4.15735 -4.16066
H -2.71047 -3.54014 -4.39930
H -4.09448 -3.18999 -2.38790
H -3.11276 -3.44943 -0.15208
H 0.46788 -4.44372 0.42108
H -1.13862 -4.78827 1.05188
H 4.12759 -0.99014 3.44852
H 5.49304 -1.97114 2.89957
H 4.50014 -1.10165 1.72233
*
```



Density functional theory data (the ωB97M-V functional and the def2-TZVPD basis) for a structure of composition C4H10N2O2 at a distorted geometry.

The calculation puts the molar mass at 118.136 g mol⁻¹. The orbital gap is 8.1 eV. Its energy relative to the best compared isomer or geometry (same formula, charge and spin) is 174.45 kcal/mol. For the highest occupied orbital energy, the calculation gives -7.48 eV. The LUMO energy is 0.6 eV.

Structure (ORCA input):
```
! RIJCOSX wB97M-V def2-TZVPD def2/J DEFGRID3
* xyz 0 1
N 1.62196 -2.18014 -1.59408
C 0.77199 -0.96834 -1.52327
C 0.80067 -0.64221 -0.10190
N 0.09255 0.35311 0.51326
C -0.90122 1.09861 -0.28102
C -1.35590 2.24670 0.50462
O -2.27854 1.36660 1.82071
O 1.46150 -1.33592 0.69538
H 2.51216 -2.18723 -2.08566
H 1.16514 -3.09079 -1.85170
H 1.89248 -2.27240 -0.53901
H -1.74245 2.33334 1.66577
H -0.17399 -1.03448 -2.03063
H 0.10739 0.82754 1.42887
H -0.66715 1.56644 -1.25294
H -1.72657 0.37523 -0.38883
H -2.17848 2.74814 -0.00068
H -0.54707 2.86948 0.90126
*
```



Density functional theory data (the ωB97M-V functional and the def2-TZVPD basis) for a structure of composition C39H42Br3F6N2O6P3SSeZr at a distorted geometry.

The calculation puts the molar mass at 1283.646 g mol⁻¹. The orbital gap (spin up / spin down) is 6.5 / 7.2 eV. Its energy relative to the best compared isomer or geometry (same formula, charge and spin) is 44.29 kcal/mol. Its expectation value of S² is 0.794. For the highest occupied orbital energy (spin up / spin down), the calculation gives -4.53 / -5.69 eV. The LUMO energy (spin up / spin down) is 1.9 / 1.5 eV.

Structure (ORCA input):
```
! RIJCOSX wB97M-V def2-TZVPD def2/J DEFGRID3
* xyz -1 2
Zr -0.16313 -0.36398 0.43391
O 3.39612 -2.74638 0.11264
C 2.61596 -1.88739 -0.24012
O 1.49355 -1.60896 0.35042
C 2.88266 -1.09234 -1.51755
P 1.88554 0.43279 -1.56846
C 1.73031 0.77313 -3.35291
C 2.78433 1.35904 -4.05246
C 2.68004 1.59774 -5.41396
C 1.52242 1.23502 -6.09078
C 0.47521 0.64134 -5.40317
C 0.57133 0.41805 -4.03673
C 2.93690 1.78075 -0.96663
C 4.01533 1.56154 -0.20707
C 4.69556 2.64781 0.49282
C 4.34418 3.92082 0.33219
C 3.23187 4.36050 -0.58372
C 2.39187 3.16535 -1.13167
H 2.48976 -1.70407 -2.33564
H 3.95271 -0.97221 -1.67848
H 3.69117 1.62674 -3.52081
H 3.50125 2.06156 -5.94632
H 1.43864 1.41762 -7.15503
H -0.43067 0.36366 -5.92719
H -0.24808 -0.03541 -3.49608
H 4.37509 0.55235 -0.04079
H 5.48676 2.38631 1.18405
H 4.84506 4.70961 0.88002
H 2.86432 5.63466 -2.24089
H 2.07551 3.34213 -2.16128
Br -1.13771 3.34827 -3.05183
C -2.43377 2.18673 -2.32482
C -3.75616 2.30852 -2.78163
C -4.74919 1.54208 -2.25211
Br -6.52140 1.76930 -2.89565
C -4.47821 0.60129 -1.23119
C -5.44499 -0.18662 -0.57249
C -5.04912 -1.01898 0.43060
C -3.68441 -1.11311 0.74992
N -2.75226 -0.43328 0.13200
C -3.13751 0.45856 -0.81684
C -2.08682 1.27737 -1.34121
O -0.88580 1.11876 -0.86155
H -3.97887 3.03385 -3.55132
H -6.48567 -0.09872 -0.85233
H -5.76152 -1.61344 0.98566
H -3.37332 -1.78565 1.53310
Br -0.75477 -1.97113 -1.74256
C -3.31676 -2.49298 4.43591
C -2.01659 -1.95470 3.88210
O -1.29677 -3.00480 3.20813
P -0.94160 -2.91746 1.62914
O 0.19064 -4.02995 1.57432
C 1.38837 -3.91477 2.38863
C 1.46806 -5.12597 3.28739
O -2.12948 -3.70587 0.90921
C -2.40186 -5.08619 1.19043
C -3.81034 -5.37497 0.72573
H -3.86304 -1.68536 4.92462
H -3.13195 -3.28909 5.15848
H -3.94440 -2.89234 3.63637
H -1.36841 -1.58407 4.67573
H -2.19675 -1.12533 3.20011
H 1.34804 -2.99610 2.97286
H 2.22775 -3.84065 1.70264
H 0.62530 -5.15101 3.97943
H 2.39347 -5.09223 3.86518
H 1.46605 -6.04207 2.69476
H -2.28971 -5.26994 2.26194
H -1.67039 -5.69523 0.65894
H -4.53223 -4.78747 1.29475
H -4.04190 -6.43266 0.86185
H -3.91514 -5.12740 -0.33048
S -3.33020 1.83975 3.52246
C -2.12234 1.33644 2.58831
N -1.27043 0.94313 1.88539
C 5.05039 8.50642 0.14464
C 4.16162 7.29965 -0.09621
C 3.03928 7.19380 0.78291
C 2.05307 6.20060 0.87078
C 0.83690 6.44102 1.73147
C 2.13344 4.99605 0.22977
Se 0.85416 3.63191 0.05338
C 3.75639 5.29708 -1.69300
C 4.65826 4.54198 -2.66899
C 4.47730 6.49930 -1.14764
H 5.07504 8.77692 1.20071
H 4.68417 9.37443 -0.40932
H 6.07330 8.31365 -0.17794
H 2.90404 8.03837 1.45233
H 0.74921 7.48954 2.01426
H 0.87161 5.83711 2.64100
H -0.07283 6.16034 1.19341
H 4.12863 3.71231 -3.13831
H 5.53347 4.14382 -2.15103
H 5.00338 5.20968 -3.46066
H 5.37347 6.77177 -1.69966
F 1.55122 0.78089 1.42922
P 1.91910 0.35704 3.06548
F 3.11943 1.39687 3.06062
F 2.12709 -0.13522 4.55817
F 0.63440 -0.69409 2.84903
F 0.90646 1.48576 3.52920
F 2.89309 -0.77354 2.50702
*
```